1.
C43H62AlBBrN8O4 | ωB97M-V/def2-TZVPD

The calculation puts the LUMO energy at 2.380 eV. Its total energy is -143031.18392 eV. The calculation puts the energy above the lowest of the compared OMol25 structures with the same formula, charge and spin at 45.4 kcal per mole. The value obtained for the HOMO energy is -4.5 eV. As for the total charge: -1.

Each line ends with the Mulliken charge.
Positions of all 120 atoms, in Å:
Al1 -0.233 0.135 0.049  -0.3723
C1 1.015 -4.993 1.094  -1.6197
C2 0.270 -3.989 0.286  0.4897
C3 -0.696 -4.239 -0.661  -1.3543
C4 -1.098 -2.989 -1.136  -0.6652
N1 -0.419 -2.035 -0.489  0.7518
N2 0.425 -2.659 0.357  0.3701
B1 1.622 -1.954 0.999  -0.9594
N3 2.279 -1.140 -0.097  0.5345
N4 1.574 -0.449 -1.010  0.9769
C5 2.452 0.019 -1.905  -0.5316
C6 3.738 -0.366 -1.531  -1.0643
C7 3.588 -1.090 -0.367  0.7141
C8 4.664 -1.632 0.500  -1.6191
C9 2.148 0.863 -3.108  2.8470
C10 2.436 2.316 -2.704  -1.3543
C11 3.049 0.474 -4.289  -2.1527
C12 0.700 0.666 -3.535  -1.4105
N5 1.209 -1.075 2.164  1.6612
N6 0.406 -0.005 2.021  0.4516
C13 0.348 0.610 3.214  -0.6252
C14 1.120 -0.105 4.126  -1.2672
C15 1.661 -1.160 3.420  0.8606
C16 2.575 -2.216 3.929  -1.6328
C17 -0.483 1.814 3.547  2.8328
C18 -1.951 1.408 3.389  -1.2802
C19 -0.268 2.236 5.007  -2.4528
C20 -0.097 2.990 2.647  -2.2480
C21 -2.092 -2.868 -2.256  2.8680
C22 -1.552 -3.638 -3.471  -2.0217
C23 -3.420 -3.479 -1.792  -1.8650
C24 -2.306 -1.421 -2.657  -0.7738
H1 0.644 -5.988 0.861  0.4870
H2 2.079 -4.955 0.873  0.2814
H3 0.880 -4.804 2.156  0.1737
H4 -1.055 -5.198 -0.975  0.5990
H5 2.380 -2.777 1.382  -0.2582
H6 4.664 -0.133 -2.016  0.4815
H7 5.621 -1.536 -0.005  0.5043
H8 4.672 -1.035 1.412  0.1665
H9 4.495 -2.675 0.759  0.1794
H10 3.503 2.520 -2.744  0.4066
H11 1.914 3.012 -3.353  0.3961
H12 2.115 2.476 -1.681  -0.2260
H13 4.094 0.679 -4.074  0.3921
H14 2.945 -0.584 -4.525  0.3862
H15 2.761 1.056 -5.163  0.4567
H16 0.051 0.801 -2.678  -0.3195
H17 0.425 1.380 -4.309  0.4950
H18 0.566 -0.343 -3.922  0.3693
H19 1.293 0.119 5.158  0.7004
H20 2.676 -2.116 5.007  0.5494
H21 2.196 -3.208 3.692  0.1016
H22 3.556 -2.102 3.471  0.2137
H23 -2.186 0.603 4.083  0.3210
H24 -2.604 2.252 3.605  0.5988
H25 -2.130 1.050 2.384  -0.2186
H26 -0.581 1.450 5.692  0.3932
H27 0.776 2.473 5.193  0.4874
H28 -0.865 3.123 5.209  0.4566
H29 0.062 2.655 1.629  0.4137
H30 -0.865 3.760 2.669  0.4950
H31 0.839 3.425 2.992  0.5422
H32 -1.463 -4.703 -3.274  0.3636
H33 -2.225 -3.502 -4.317  0.4466
H34 -0.571 -3.253 -3.738  0.3859
H35 -3.291 -4.514 -1.481  0.3585
H36 -3.805 -2.917 -0.943  0.2447
H37 -4.153 -3.452 -2.597  0.4544
H38 -1.406 -1.013 -3.102  -0.3871
H39 -3.116 -1.336 -3.380  0.5024
H40 -2.541 -0.849 -1.771  -0.3699
C25 -6.312 -2.519 1.559  -1.7998
C26 -4.834 -2.245 1.614  1.0546
C27 -4.035 -2.906 2.528  -1.1718
C28 -2.675 -2.610 2.550  1.1053
C29 -1.740 -3.382 3.440  -1.8415
C30 -2.197 -1.594 1.755  0.6678
C31 -2.975 -0.839 0.853  0.3240
C32 -4.305 -1.292 0.755  -1.4347
N7 -2.370 0.192 0.174  0.8793
C33 -3.165 1.339 -0.363  1.7940
C34 -4.710 1.283 -0.352  -2.4392
C35 -2.889 2.602 0.490  -1.6511
C36 -2.824 1.619 -1.841  -1.8310
H41 -6.568 -3.407 2.134  0.4082
H42 -6.649 -2.652 0.531  0.3552
H43 -6.857 -1.674 1.985  0.2918
H44 -4.452 -3.651 3.194  0.3635
H45 -2.184 -3.561 4.419  0.5335
H46 -0.800 -2.849 3.576  0.0654
H47 -1.518 -4.350 2.988  0.2608
H48 -1.161 -1.340 1.828  -0.4025
H49 -4.979 -0.927 0.007  0.3851
H50 -5.112 1.092 0.640  0.4566
H51 -5.115 0.575 -1.071  0.4502
H52 -5.053 2.270 -0.664  0.4921
H53 -3.518 2.595 1.379  0.3127
H54 -3.122 3.500 -0.080  0.5409
H55 -1.858 2.654 0.801  0.1557
H56 -3.466 1.040 -2.502  0.4555
H57 -1.799 1.365 -2.070  0.1436
H58 -2.979 2.671 -2.070  0.3699
O1 -0.292 3.363 -1.951  -0.5420
N8 -0.190 3.038 -0.783  0.2539
O2 -0.208 1.754 -0.535  1.2880
Br1 6.854 4.730 3.508  -0.2582
C37 5.260 4.464 2.477  -0.2021
C38 4.635 5.570 1.933  -0.2894
C39 3.477 5.381 1.195  -1.3352
C40 2.959 4.110 1.021  -0.1045
C41 3.601 3.013 1.579  0.6114
C42 4.766 3.189 2.312  -0.5983
C43 3.002 1.597 1.459  -0.6536
O3 3.533 0.721 2.150  -0.8809
O4 2.036 1.510 0.679  0.1569
H59 5.039 6.560 2.082  0.3994
H60 2.973 6.235 0.766  0.4223
H61 2.049 3.950 0.462  0.7503
H62 5.245 2.320 2.739  0.5751


2.
C43H62BCl2F4InN6O4PS | ωB97M-V/def2-TZVPD

The calculation puts the LUMO energy at -2.656 eV. Its total energy is -124624.37188 eV. The calculation puts the energy above the lowest of the compared OMol25 structures with the same formula, charge and spin at 3.3 kcal per mole. The value obtained for the HOMO energy is -9.8 eV. As for the total charge: +1.

Each line ends with the Mulliken charge.
Positions of all 125 atoms, in Å:
In1 0.362 0.170 -1.594  2.2530
C1 0.453 -2.961 2.988  -1.1189
C2 -0.818 -3.806 3.004  0.5096
C3 -1.677 -3.458 4.224  -1.4327
C4 -1.638 -3.848 1.719  0.9479
C5 -2.200 -5.080 1.391  -0.9683
C6 -2.993 -5.253 0.272  -1.6663
C7 -3.225 -4.179 -0.569  -0.2927
C8 -2.687 -2.929 -0.293  0.0850
C9 -2.952 -1.773 -1.243  2.9261
C10 -2.590 -2.131 -2.686  -1.7310
C11 -4.400 -1.287 -1.142  -1.6514
C12 -1.918 -2.773 0.869  -1.0577
N1 -1.382 -1.472 1.113  1.4445
C13 -2.063 -0.646 1.787  -0.3385
C14 -1.545 0.756 2.034  -1.1228
N2 -0.731 1.302 1.233  0.9809
C15 -0.236 2.605 1.481  -0.4432
C16 -0.862 3.731 0.912  0.6210
C17 -0.254 4.969 1.113  -0.9785
C18 0.925 5.107 1.832  -1.5980
C19 1.527 3.982 2.364  -0.1646
C20 0.966 2.718 2.196  0.6395
C21 1.672 1.502 2.772  1.7634
C22 1.817 1.600 4.291  -1.8780
C23 3.033 1.300 2.100  -1.4045
C24 -2.174 3.728 0.132  0.2038
C25 -3.402 3.648 1.043  -1.3872
C26 -2.277 2.698 -0.991  -0.4009
C27 -2.270 1.261 3.220  0.0966
C28 -2.167 2.377 4.007  0.1919
C29 -3.128 2.570 5.030  -1.3001
C30 -4.162 1.690 5.237  -0.9831
C31 -4.295 0.531 4.432  0.9695
C32 -5.311 -0.455 4.510  -0.9565
C33 -5.307 -1.526 3.652  -1.2237
C34 -4.297 -1.713 2.676  0.6739
C35 -3.305 -0.774 2.582  -0.3005
C36 -3.324 0.344 3.448  0.4904
H1 1.011 -3.144 3.909  0.5329
H2 0.234 -1.892 2.960  0.1076
H3 1.094 -3.227 2.146  -0.0323
H4 -0.482 -4.838 3.137  0.7937
H5 -1.943 -2.399 4.233  0.1325
H6 -1.125 -3.669 5.142  0.5134
H7 -2.601 -4.038 4.241  0.3239
H8 -1.994 -5.928 2.034  0.5125
H9 -3.407 -6.226 0.043  0.4192
H10 -3.829 -4.315 -1.458  0.4082
H11 -2.310 -0.939 -0.948  -1.7516
H12 -3.291 -2.855 -3.105  0.3981
H13 -1.588 -2.558 -2.746  0.3601
H14 -2.625 -1.238 -3.315  0.4161
H15 -5.094 -2.088 -1.407  0.4058
H16 -4.572 -0.453 -1.826  0.4214
H17 -4.642 -0.953 -0.132  0.2850
H18 -0.726 5.850 0.692  0.4267
H19 1.367 6.084 1.972  0.4327
H20 2.449 4.083 2.925  0.4622
H21 1.070 0.621 2.556  -0.8853
H22 2.472 2.425 4.576  0.3780
H23 2.245 0.680 4.693  0.4676
H24 0.848 1.758 4.768  0.3475
H25 3.699 2.143 2.299  0.3110
H26 2.920 1.195 1.016  -0.0309
H27 3.514 0.396 2.483  0.5968
H28 -2.205 4.709 -0.349  0.8188
H29 -3.529 2.647 1.456  0.0461
H30 -4.301 3.885 0.471  0.5390
H31 -3.333 4.351 1.875  0.3456
H32 -2.319 1.676 -0.614  -0.2810
H33 -1.436 2.773 -1.684  -0.2578
H34 -3.193 2.881 -1.557  0.4972
H35 -1.389 3.113 3.856  0.6883
H36 -3.047 3.446 5.658  0.4691
H37 -4.882 1.880 6.023  0.4376
H38 -6.094 -0.358 5.251  0.4512
H39 -6.094 -2.264 3.726  0.4718
H40 -4.316 -2.586 2.038  0.5752
O1 1.428 -1.130 0.439  1.7961
H41 0.636 -1.117 1.010  -1.2653
H42 1.292 -1.947 -0.076  -0.0678
O2 1.699 3.095 -1.086  -0.4924
H43 1.035 3.790 -0.978  0.2727
H44 1.806 2.740 -0.192  -0.0656
Cl1 -0.478 2.351 -4.313  -0.0264
C37 -1.835 3.416 -4.716  -0.4503
Cl2 -1.617 5.039 -4.046  -0.1591
H45 -2.735 2.991 -4.290  0.2331
H46 -1.896 3.491 -5.795  0.4012
F1 3.200 -2.938 -2.036  -0.4909
B1 1.896 -3.472 -1.779  -0.2524
F2 0.941 -2.412 -1.985  -0.2257
F3 1.635 -4.522 -2.605  -0.2675
F4 1.833 -3.779 -0.406  -0.2896
C38 2.518 -1.800 -4.871  -0.6031
N3 3.626 -1.482 -5.759  0.4566
C39 4.503 -2.401 -6.306  -0.1485
C40 5.372 -1.721 -7.079  -0.6602
N4 5.010 -0.392 -6.987  -0.0074
C41 3.938 -0.244 -6.181  0.1745
S1 3.130 1.208 -5.835  -0.5789
H47 2.705 -2.767 -4.412  0.2671
H48 1.584 -1.830 -5.430  0.2826
H49 2.462 -1.044 -4.094  -0.1555
H50 4.428 -3.451 -6.089  0.4452
H51 6.207 -2.057 -7.665  0.4221
H52 5.439 0.388 -7.454  0.1928
N5 3.797 2.596 -3.113  0.2279
C42 4.753 1.950 -2.170  -0.7879
P1 4.254 0.171 -2.091  0.6900
O3 4.925 -0.536 -3.198  -0.8673
O4 2.764 0.158 -1.882  -0.7964
C43 4.918 -0.483 -0.494  -0.8834
N6 3.974 -1.567 -0.067  0.3942
H53 2.880 2.674 -2.651  0.1126
H54 3.682 2.011 -3.986  -0.4061
H55 4.103 3.524 -3.397  0.4348
H56 4.711 2.477 -1.218  0.3790
H57 5.754 2.017 -2.592  0.4353
H58 4.974 0.256 0.303  0.3456
H59 5.901 -0.913 -0.672  0.4862
H60 3.756 -2.226 -0.848  0.3296
H61 3.048 -1.175 0.180  -0.2373
H62 4.322 -2.098 0.728  0.4538